Entry 1:
ORCA calculation (ωB97M-V with the def2-TZVPD basis set) on C3H4N2OS in the gas phase.

```
11
Properties=species:S:1:pos:R:3:mulliken_charge:R:1
C -0.73123 0.62998 1.74048 0.279
C 0.72459 0.24548 -0.18262 -0.604
C -0.10702 -0.44033 -1.20923 0.306
N 0.27177 0.05180 1.22582 -0.149
N -1.38148 -0.90853 -0.97351 -0.395
O -0.34922 -1.83233 -0.98664 -0.265
S -1.61545 1.89357 1.66326 -0.337
H 1.84366 -0.01266 -0.28282 0.302
H 0.48394 1.37419 -0.40233 0.245
H 0.16232 -0.30792 -2.20964 0.465
H 0.69811 -0.69327 1.61723 0.154
```

## Properties
* orbital gap (alpha / beta): 0.3498 / 0.2464 hartree
* E_HOMO (alpha / beta): -9.499 / -7.141 eV
* max |F|: 0.083 hartree/bohr
* LUMO level (alpha / beta): 0.0007 / -0.0161 hartree
* multiplicity: 1



Entry 2:
ORCA calculation (ωB97M-V with the def2-TZVPD basis set) on C26H66CdF12N2O19S4 as an isolated structure.

```
130
Properties=species:S:1:pos:R:3:mulliken_charge:R:1
Cd 2.46004 3.06900 1.55948 1.558
C 1.58423 -1.71415 0.54575 0.625
F 1.49303 -1.99565 1.84093 -0.205
F 2.81702 -1.29722 0.25539 -0.182
F 1.20833 -2.75122 -0.16142 -0.157
S 0.29267 -0.24554 0.00667 0.535
O 0.88171 0.36242 -1.15818 -0.566
O -0.99799 -0.87806 -0.31450 -0.438
N 0.50293 0.91181 1.35241 -0.086
S -0.72883 0.58997 2.25986 0.651
O -1.18123 -0.79797 2.41948 -0.493
O -0.44685 1.15343 3.55391 -0.626
C -2.20518 1.64368 1.54631 0.697
F -3.28401 1.46366 2.25603 -0.180
F -1.77451 2.87439 1.50562 -0.216
F -2.38903 1.33912 0.26289 -0.214
C 3.72877 6.75542 4.21596 0.706
F 3.51019 6.89991 2.84306 -0.243
F 5.03330 6.46716 4.39370 -0.209
F 3.45043 7.88941 4.76819 -0.184
S 2.60188 5.35332 4.87480 0.812
O 2.55227 5.42888 6.35313 -0.520
O 1.31044 5.52399 4.24974 -0.563
N 3.33818 3.94095 4.09803 -0.225
S 4.11610 3.33190 5.34783 0.861
O 5.18815 4.12297 5.94465 -0.542
O 3.26679 2.56361 6.27224 -0.590
C 5.15403 1.94090 4.48762 0.552
F 5.82873 1.22191 5.38121 -0.185
F 4.33582 1.21929 3.70504 -0.216
F 6.06630 2.53326 3.66675 -0.239
C 3.95010 -2.96438 -5.13343 -0.880
C 3.77241 -1.57808 -5.69503 -0.247
O 5.07934 -0.96813 -5.73125 -0.515
H 4.55256 -3.61874 -5.76347 0.312
H 3.02267 -3.46296 -4.85167 0.305
H 4.46989 -2.85202 -4.18196 0.215
H 3.07940 -0.97705 -5.10629 0.254
H 3.45821 -1.57344 -6.73875 0.273
H 5.51956 -1.35767 -6.49024 0.294
C -2.32857 0.26825 -5.57783 -0.805
C -3.76825 -0.27767 -5.87030 -0.196
O -3.84725 -0.73180 -7.18693 -0.523
H -2.22574 0.60884 -4.54753 0.245
H -2.09643 1.08951 -6.25587 0.285
H -1.57516 -0.49414 -5.77587 0.246
H -4.45314 0.56599 -5.78513 0.214
H -4.12192 -1.01094 -5.14549 0.229
H -3.56713 -1.64968 -7.21208 0.310
C -2.18015 8.77047 1.68578 -1.019
C -0.74547 9.32183 1.40715 -0.231
O -0.19380 8.48294 0.44532 -0.442
H -2.62866 9.40252 2.45224 0.355
H -2.14697 7.79003 2.16090 0.246
H -2.86723 8.82623 0.84144 0.290
H -0.14991 9.30344 2.31987 0.202
H -0.79455 10.37907 1.14648 0.337
H 0.27005 9.03076 -0.19213 0.275
C 0.70155 -6.71104 3.99729 -1.068
C 1.17796 -6.17897 5.36525 -0.132
O 1.50968 -7.31040 6.14851 -0.522
H 1.45999 -7.35661 3.55445 0.293
H 0.43839 -5.89800 3.32068 0.309
H -0.22086 -7.28648 4.07580 0.302
H 0.32701 -5.63065 5.76941 0.275
H 1.98486 -5.45991 5.22405 0.249
H 1.78567 -6.99306 7.01149 0.295
C 5.81167 -5.32399 3.98278 -0.857
C 5.81953 -5.90055 2.55686 -0.249
O 6.07791 -7.27452 2.45754 -0.520
H 6.81813 -5.29767 4.40045 0.283
H 5.18053 -5.86968 4.68420 0.274
H 5.32030 -4.35695 3.87553 0.243
H 6.62495 -5.37174 2.04719 0.255
H 4.90080 -5.73763 1.99339 0.274
H 5.51992 -7.77106 3.06063 0.300
C -2.99355 -4.91944 -2.96528 -0.989
C -1.63079 -5.14476 -3.63692 -0.106
O -1.75206 -5.95785 -4.77599 -0.529
H -3.44305 -5.87093 -2.68118 0.308
H -3.66745 -4.32250 -3.57978 0.266
H -2.94149 -4.33135 -2.04901 0.282
H -0.91046 -5.50937 -2.90461 0.291
H -1.21853 -4.15812 -3.84836 0.174
H -1.00475 -6.55161 -4.87876 0.307
C -0.41998 4.64328 -2.20539 -0.920
C 1.06137 4.87159 -1.71774 -0.266
O 1.04214 4.96354 -0.34403 -0.360
H -0.99712 5.44978 -1.75309 0.346
H -0.81227 3.66129 -1.94101 0.158
H -0.50503 4.72145 -3.28925 0.338
H 1.46688 5.79779 -2.12493 0.242
H 1.74225 4.05169 -1.94633 0.300
H 0.53099 5.74474 -0.12031 0.205
C -6.30613 4.31870 -0.71913 -0.930
C -6.31734 3.80050 -2.18214 -0.189
O -7.67355 3.53210 -2.60020 -0.513
H -6.70911 3.54094 -0.07044 0.274
H -6.86931 5.24951 -0.65190 0.282
H -5.32012 4.55216 -0.31740 0.289
H -5.69560 2.90526 -2.19152 0.171
H -5.84251 4.58820 -2.76708 0.316
H -7.97872 2.72707 -2.17546 0.292
C 8.60321 0.49617 -2.97459 -0.957
C 7.53215 0.02786 -1.94782 -0.266
O 6.37631 0.66437 -2.31370 -0.474
H 8.62931 1.58555 -3.00117 0.260
H 8.30823 0.22373 -3.98793 0.285
H 9.57142 0.06786 -2.71535 0.325
H 7.97487 0.37796 -1.01533 0.273
H 7.39255 -1.05065 -1.87402 0.260
H 6.09003 0.33820 -3.17000 0.285
C -5.14596 -4.10266 2.43612 -0.916
C -4.04537 -4.99141 2.81959 -0.184
O -4.55863 -5.97717 3.67663 -0.554
H -5.69578 -3.79160 3.32439 0.306
H -5.82170 -4.67034 1.79642 0.308
H -4.76550 -3.20166 1.95492 0.258
H -3.28384 -4.47322 3.40238 0.223
H -3.56014 -5.46145 1.96419 0.256
H -5.03097 -6.60739 3.12771 0.307
C -6.72863 -1.10940 -1.50998 -0.855
C -8.22184 -1.25909 -1.23854 -0.316
O -8.86746 -0.01772 -1.38264 -0.487
H -6.25040 -0.45091 -0.78486 0.211
H -6.66952 -0.70760 -2.52150 0.244
H -6.23100 -2.07277 -1.39873 0.324
H -8.36118 -1.47738 -0.17975 0.283
H -8.70255 -2.03827 -1.83006 0.328
H -9.80793 -0.18915 -1.29475 0.284
```

## Properties
* orbital gap: 0.1541 hartree
* E_HOMO: -10.141 eV
* max |F|: 0.128 hartree/bohr
* LUMO level: -0.2185 hartree
* multiplicity: 1



Entry 3:
ORCA calculation (ωB97M-V with the def2-TZVPD basis set) on C21H38N4S as an isolated structure.

```
64
Properties=species:S:1:pos:R:3:mulliken_charge:R:1
C -3.55520 -3.65699 -2.52003 -0.623
C -3.29049 -2.64397 -3.48861 -0.248
C -2.16584 -1.50060 -3.36425 -0.638
C -1.79440 -1.33343 -1.81714 0.534
C -0.93793 -2.35572 -0.99354 -0.370
C -0.63992 -2.16712 0.53619 -0.581
C -1.19386 -0.92363 1.26823 -0.353
C -2.02567 0.10387 0.43391 0.156
N -2.61780 1.32928 0.97354 -0.222
S -3.36600 2.07005 -0.36057 0.119
N -3.14004 1.04426 -1.71165 -0.550
C -2.36092 -0.02546 -1.10137 0.388
H -3.34277 -3.54120 -1.38924 0.288
H -3.94433 -4.68033 -2.84763 0.241
H -3.96385 -2.62345 -4.41280 0.304
H -1.26508 -1.65172 -4.05623 0.150
H -2.67254 -0.51934 -3.72189 0.353
H -0.56371 -3.28813 -1.56370 0.460
H -0.03112 -2.98040 1.05656 0.348
H -1.03100 -0.74493 2.38962 0.232
C 1.83378 -1.68682 -2.80592 -1.247
C 3.13952 -1.54995 -3.58032 -0.452
N 2.95947 -1.16093 -4.97500 0.126
C 4.17403 -1.30118 -5.77589 -0.693
C 5.36318 -0.41226 -5.41902 -0.959
C 2.19553 0.06168 -5.20980 -0.268
C 2.71068 1.35109 -4.57257 -1.065
H 1.15238 -2.38559 -3.29990 0.236
H 2.03635 -2.07032 -1.80193 0.445
H 1.32489 -0.72705 -2.68856 0.288
H 3.63071 -2.52935 -3.54988 0.445
H 3.79698 -0.85398 -3.04464 0.272
H 3.92936 -1.15324 -6.83371 0.349
H 4.50099 -2.34622 -5.71098 0.403
H 5.21493 0.61818 -5.74365 0.223
H 6.25839 -0.77860 -5.93194 0.398
H 5.58288 -0.41680 -4.34901 0.271
H 1.17126 -0.10216 -4.86077 -0.090
H 2.08824 0.22076 -6.28873 0.386
H 3.02479 1.21402 -3.53528 0.230
H 1.91653 2.10288 -4.57447 0.426
H 3.54499 1.77432 -5.13443 0.293
C -0.46887 2.81908 7.94718 -1.421
C -1.44142 2.82574 6.77311 -0.303
N -0.81449 2.54505 5.48595 0.099
C -1.68495 2.82427 4.34508 -0.746
C -2.94876 1.98130 4.19717 -0.798
C -0.05141 1.30332 5.39745 -0.682
C -0.78748 -0.00207 5.69616 -0.953
H 0.35820 3.51462 7.77971 0.329
H -0.98709 3.12856 8.85920 0.432
H -0.05646 1.82405 8.13135 0.293
H -1.88627 3.82666 6.73561 0.431
H -2.26014 2.12781 6.98832 0.260
H -1.10345 2.75111 3.41918 0.393
H -1.98521 3.87788 4.40069 0.355
H -2.72853 0.97506 3.83972 0.049
H -3.60825 2.44167 3.45525 0.348
H -3.51557 1.90906 5.12858 0.348
H 0.80024 1.37522 6.08068 0.355
H 0.40745 1.22957 4.40484 0.337
H -1.42768 0.06575 6.57865 0.307
H -0.06053 -0.79766 5.88297 0.361
H -1.39669 -0.32558 4.85012 0.201
```

## Properties
* orbital gap: 0.2499 hartree
* E_HOMO: -8.022 eV
* max |F|: 0.117 hartree/bohr
* LUMO level: -0.0449 hartree
* multiplicity: 1



- What is the formula in the first record?
  C3H4N2OS



- Number 1 is which compound?
  C3H4N2OS



- max |F| of number 1 (C3H4N2OS)?
  0.083 hartree/bohr